Molecular formula: C41H106N6O13
Method: DFT, the ωB97M-V functional and the def2-TZVPD basis

XYZ file:
```
166
Properties=species:S:1:pos:R:3:forces:R:3
C -2.86862 -4.61876 -3.82315 -0.07 -0.54 -0.88
C -2.75082 -3.26434 -4.51386 -0.95 -0.93 0.55
C -4.12786 -2.68882 -4.81259 -0.40 0.62 -0.49
O -2.13190 -2.40763 -3.63399 0.35 1.83 0.65
H -3.27422 -4.47778 -2.82130 0.03 -0.18 -0.04
H -1.90669 -5.13140 -3.82142 0.26 0.23 0.50
H -3.47516 -5.30291 -4.41658 -0.47 0.03 0.12
H -2.12642 -3.40344 -5.39640 -0.25 0.17 -0.56
H -4.79254 -2.53371 -3.96274 0.27 -0.87 0.59
H -4.66400 -3.27692 -5.55744 0.03 -0.01 -0.02
H -4.11885 -1.64791 -5.13589 0.64 0.00 -0.65
H -1.30601 -2.78242 -3.31929 0.57 -0.31 0.28
C 2.14550 -3.17444 -3.80563 0.25 0.22 -0.63
C 1.23446 -4.12925 -3.05673 1.17 -0.12 0.93
C 2.07182 -4.83715 -1.98646 -0.03 -0.81 -0.10
O 0.18260 -3.47933 -2.42032 -1.74 0.11 -0.63
H 2.82818 -3.76111 -4.42033 0.01 0.09 -0.25
H 2.77694 -2.54704 -3.17654 -0.08 -0.29 0.58
H 1.62297 -2.43902 -4.41737 -0.32 -0.31 -0.31
H 0.76986 -4.86730 -3.71058 0.13 0.03 -0.26
H 2.81660 -5.50140 -2.42484 0.29 0.22 -0.15
H 1.46833 -5.50271 -1.36925 -0.33 0.14 0.06
H 2.54710 -4.11023 -1.32783 0.07 0.01 -0.12
H 0.51794 -2.91110 -1.72300 0.77 0.46 0.93
C 3.16625 1.43016 -4.65276 -0.39 1.21 -0.33
C 4.38937 1.20580 -3.80147 -0.03 -1.94 0.47
C 4.98367 -0.19113 -3.97447 -0.36 -0.11 -0.05
O 5.45634 2.10110 -3.96827 -0.16 1.15 0.04
H 3.38106 1.47418 -5.72047 0.06 -0.13 -0.08
H 2.76074 2.39773 -4.35701 0.04 0.33 -0.25
H 2.31438 0.77236 -4.48040 0.41 -0.55 0.14
H 4.02615 1.30265 -2.77834 0.37 0.19 0.28
H 4.26953 -0.98943 -3.77242 -0.02 0.02 0.16
H 5.86631 -0.29854 -3.34399 -0.06 -0.09 0.04
H 5.28740 -0.31938 -5.01342 0.13 -0.01 -0.18
H 5.94406 1.87085 -4.76244 -0.03 -0.06 -0.15
C -1.90577 0.83577 -3.78744 -0.93 0.30 0.37
O -2.11749 2.22904 -3.49586 0.63 -0.78 -0.05
C -0.98691 2.81220 -2.88023 -0.39 1.75 0.21
C -1.36041 4.34167 -2.60162 0.83 -1.64 -0.12
N -0.21894 5.04279 -2.11730 1.85 0.77 1.45
C -0.38409 6.48752 -1.88675 0.22 0.75 -0.32
C -1.57050 6.92725 -1.01871 0.78 -0.31 -1.18
O -2.68180 6.84877 -1.87158 -0.87 0.06 0.84
C -3.79761 7.51513 -1.33882 -1.77 -0.64 -0.87
H -2.79517 0.42875 -4.26850 -0.13 0.35 -0.06
H -1.83197 0.27987 -2.85276 0.55 -0.10 -0.05
H -1.08497 0.64867 -4.47981 0.38 0.16 0.22
H -0.07248 2.64814 -3.45032 0.10 0.51 -0.94
H -0.65223 2.37215 -1.94084 -0.82 -0.32 0.56
H -2.02165 4.31795 -1.73541 -0.84 0.11 -0.70
H -1.66871 4.89991 -3.48560 -1.14 -0.62 -0.15
H 0.54248 4.96739 -2.77657 0.15 -0.15 -0.10
H -0.42962 6.98471 -2.85569 -0.68 0.31 -0.27
H 0.52075 6.95201 -1.49480 0.32 -0.55 0.52
H -1.56908 7.97086 -0.70411 0.94 0.11 0.27
H -1.59142 6.28369 -0.13922 -0.50 -0.17 0.22
H -4.29061 7.08776 -0.46566 0.70 -0.50 0.57
H -4.57143 7.34601 -2.08762 -0.06 0.46 -0.23
H -3.73080 8.58414 -1.13669 0.71 0.18 -0.25
C 4.88556 3.06031 0.64257 0.35 0.20 1.48
O 3.85104 2.11925 0.78897 0.98 -0.89 0.18
C 2.67922 2.61091 1.37352 -0.97 0.22 -1.09
C 1.95400 3.35089 0.22842 -0.61 1.11 -0.57
N 1.48208 4.71106 0.52555 -0.56 -0.30 2.22
C 0.50849 4.75902 1.67558 -0.66 -0.17 -1.45
C -0.80732 3.82599 1.55195 1.78 1.43 0.64
O -1.46993 3.96290 2.79237 0.25 0.37 -0.05
C -2.43329 2.98343 3.07620 0.61 -0.20 0.33
H 5.10893 3.45559 1.63351 0.01 0.30 0.34
H 4.64765 3.94157 0.04686 -0.02 -0.29 -0.55
H 5.81204 2.54379 0.39168 -0.28 0.01 -0.73
H 2.78687 3.23472 2.26086 0.70 0.52 -0.11
H 2.16439 1.74138 1.78213 -0.32 -0.13 -0.54
H 1.16649 2.81203 -0.29842 -0.30 -0.78 0.50
H 2.65730 3.50889 -0.58920 0.44 -0.22 0.18
H 1.04797 5.08883 -0.30448 -0.25 -0.19 -0.07
H 0.20615 5.79928 1.79624 -0.28 0.07 -0.24
H 1.02282 4.57858 2.61951 0.00 -0.61 -0.06
H -0.45631 2.81874 1.32758 -0.30 -0.40 0.19
H -1.47049 4.16255 0.75506 0.07 0.03 -0.34
H -3.23774 2.95187 2.34137 -0.14 -0.03 -0.09
H -2.81841 3.19766 4.07314 -0.20 0.06 -0.14
H -1.91387 2.02684 3.13304 -0.29 -0.47 -0.15
C -7.11210 3.33851 6.75654 -0.47 0.14 0.43
O -6.76893 2.76313 5.52471 0.63 0.72 0.75
C -7.75795 1.99193 4.91294 0.44 -0.50 -0.41
C -7.02619 1.38479 3.69279 -2.09 0.58 1.15
N -6.23592 0.25758 4.04662 1.45 -1.23 -0.92
C -5.53447 -0.17556 2.81739 -0.88 0.10 -0.02
C -4.47664 -1.20513 3.02795 -0.24 0.55 0.78
O -3.52190 -0.56921 3.85662 1.23 -0.43 -0.82
C -2.38913 -1.41350 4.10370 -0.76 0.55 1.26
H -6.22894 3.75420 7.24165 0.02 0.13 -0.37
H -7.55651 2.66362 7.48807 0.13 -0.79 -0.10
H -7.89625 4.08949 6.66042 0.11 0.51 -0.31
H -8.63618 2.56297 4.61175 -0.01 0.48 -0.23
H -8.12611 1.27696 5.64872 0.03 -0.61 -0.19
H -6.50036 2.23049 3.24962 0.33 0.06 -0.27
H -7.78647 1.04125 2.99132 -0.02 0.02 -0.22
H -5.44308 0.49775 4.62439 -0.23 0.47 0.70
H -5.04000 0.69891 2.39442 0.14 0.17 -0.46
H -6.26072 -0.54953 2.09572 -0.13 0.03 -0.08
H -4.06861 -1.46005 2.04988 0.24 -0.32 -0.02
H -4.86717 -2.07376 3.55811 -0.10 -0.36 -0.18
H -1.56238 -0.77955 4.42414 0.04 -0.06 -0.26
H -2.09600 -2.08244 3.29457 -0.15 0.25 -0.38
H -2.68531 -2.01647 4.96207 0.32 -0.47 0.09
C 1.32388 0.53203 4.48464 -1.52 1.67 0.74
O 1.12062 -0.78731 4.14250 0.74 -0.78 -0.64
C 2.23903 -1.33141 3.44585 -0.81 -1.13 0.59
C 1.94534 -2.85307 3.26089 1.11 1.32 0.14
N 0.92757 -3.01805 2.27964 -0.42 -1.27 -0.90
C 0.72290 -4.46162 1.89417 -1.13 0.64 0.37
C -0.56713 -4.64873 1.09500 -0.17 1.04 -0.39
O -0.62804 -5.88412 0.48047 0.98 -1.59 0.48
C -1.63019 -6.01443 -0.46723 -0.57 -0.03 -0.99
H 1.94555 0.75902 5.35073 0.58 -0.65 0.10
H 0.33456 0.86731 4.79596 -0.10 0.34 0.01
H 1.62511 1.21333 3.68890 0.17 -0.33 -0.40
H 3.13049 -1.10989 4.03264 0.29 -0.35 0.05
H 2.34375 -0.86062 2.46836 -0.01 0.07 -0.24
H 1.57745 -3.31106 4.17904 0.74 0.00 0.56
H 2.87157 -3.28968 2.88730 0.07 -0.38 0.25
H 0.13049 -2.55168 2.68862 -0.74 -0.43 -0.37
H 0.66634 -5.08223 2.78845 0.16 -0.22 0.16
H 1.50244 -4.85881 1.24404 0.47 0.46 0.15
H -0.58678 -3.93714 0.26956 -0.05 0.73 0.17
H -1.45668 -4.52786 1.71321 -0.19 0.35 0.30
H -2.64374 -5.91951 -0.07762 -0.15 -0.03 0.47
H -1.55036 -6.98769 -0.95147 0.13 -0.09 0.26
H -1.55563 -5.27858 -1.26790 0.28 0.33 -0.04
C 6.96014 -1.98262 -0.60946 -0.10 0.24 0.06
C 5.52434 -2.44074 -0.36417 0.51 -1.75 0.28
C 5.48215 -3.48480 0.79036 -0.14 -0.07 -0.51
O 6.29523 -4.61666 0.52261 0.19 -1.01 0.98
C 6.28830 -5.69050 1.54138 -0.85 0.80 -0.86
N 4.54727 -1.39914 -0.04951 0.71 0.36 0.29
H 6.99916 -1.26870 -1.43221 -0.01 0.22 0.09
H 7.66146 -2.77625 -0.86712 -0.36 -0.30 0.01
H 7.35193 -1.53206 0.30245 0.04 0.30 0.03
H 5.14476 -2.95303 -1.24824 0.13 -0.12 -0.20
H 4.43812 -3.78303 0.88603 -0.29 -0.19 0.19
H 5.78191 -2.99296 1.71575 0.18 0.15 0.31
H 5.28449 -5.90716 1.90679 -0.41 0.35 -0.15
H 6.87057 -5.49499 2.44184 0.42 0.39 -0.28
H 6.58819 -6.62787 1.07288 0.43 0.38 -0.21
H 4.60448 -1.21223 0.94140 -0.21 -0.11 0.59
H 4.93730 -0.53138 -0.38855 -0.23 0.43 -0.57
C 1.58823 -0.19809 -1.60043 -0.95 1.95 -0.51
C 0.88972 -0.66851 -0.35404 0.52 -1.41 0.16
C -0.63996 -0.75757 -0.35858 0.46 -0.37 -0.27
O -1.23812 0.50546 -0.27456 -0.01 1.01 -0.10
C -2.64620 0.54648 -0.09837 0.16 -0.46 0.38
N 1.44055 -2.04085 -0.27604 -0.30 -0.05 -0.11
H 1.29726 -0.74585 -2.49675 0.01 -0.38 0.18
H 2.67000 -0.21652 -1.46796 -0.10 -0.01 -0.03
H 1.26016 0.82308 -1.79453 0.31 0.38 -0.17
H 1.22057 -0.10874 0.52078 -0.09 0.51 0.08
H -0.94630 -1.40570 0.46251 -0.09 0.00 0.47
H -0.90894 -1.31281 -1.25717 -0.41 0.12 -0.44
H -2.90556 0.02996 0.82577 -0.12 -0.47 0.05
H -3.18344 0.12495 -0.94795 0.00 -0.19 -0.07
H -3.02901 1.55243 0.07373 0.63 0.30 -0.35
H 1.33259 -2.44176 0.64467 -0.66 -0.02 0.40
H 2.43972 -1.89470 -0.29574 0.53 -0.15 -0.50
```
Forces are in eV/Å.

ΔE to the lowest compared entry with this formula, charge and spin   42.27 kJ/mol
SMILES   COC[C@H](C)N.COC[C@H](C)N.COCCNCCOC.COCCNCCOC.COCCNCCOC.COCCNCCOC.CC(C)O.CC(C)O.CC(C)O
Multiplicity   1
Frontier orbital gap   0.323 hartree
HOMO   -8.2 eV